## i
Formula: C3H8N3
Source: the OMol25 dataset
Level of theory: ωB97M-V with the def2-TZVPD basis set

XYZ file:
```
14
Properties=species:S:1:pos:R:3:lowdin_charge:R:1
C -0.8706 0.0033 -0.1348 -0.361
C 1.5034 0.6832 0.1647 -0.074
C 1.5488 -0.7558 -0.0653 -0.102
N 0.4344 -0.0187 -0.4621 -0.014
N -1.4939 1.1948 -0.1752 0.221
N -1.4906 -1.1708 0.1073 0.230
H 1.3251 1.1037 1.1731 0.133
H 2.2075 1.4546 -0.2989 0.152
H 2.2025 -1.0711 -0.8754 0.126
H 1.6206 -1.6493 0.5800 0.141
H -1.1631 2.0146 -0.7284 0.167
H -2.3892 1.4173 0.1315 0.102
H -0.8932 -1.9003 0.3333 0.090
H -2.5417 -1.3055 0.2502 0.187
```

Computed properties:
total charge: +1
frontier orbital gap: 11.46 eV
LUMO energy: -3.21 eV
spin multiplicity: 1

## ii
Formula: C3H8N3
Source: the OMol25 dataset
Level of theory: ωB97M-V with the def2-TZVPD basis set

XYZ file:
```
14
Properties=species:S:1:pos:R:3:lowdin_charge:R:1
C -1.0869 1.7306 -0.0484 0.022
C 1.3771 -0.7426 0.0582 -0.059
C -1.4842 -1.0783 -0.0300 0.098
N -0.0785 0.9998 0.0911 -0.043
N 0.0220 -0.3894 -0.0416 -0.032
N 2.3943 0.0393 -0.0614 0.207
H -2.2098 1.4141 -0.1867 0.132
H -0.7427 2.6887 0.1564 0.064
H 1.6651 -1.7074 0.2529 0.128
H -1.9354 -1.0094 0.8959 0.067
H -1.4039 -2.1084 -0.2021 0.071
H -2.1420 -0.6115 -0.6853 0.052
H 2.2657 0.9540 -0.4323 0.121
H 3.3592 -0.1796 0.2332 0.171
```

Computed properties:
total charge: +1
frontier orbital gap: 10.44 eV
LUMO energy: -4.08 eV
spin multiplicity: 1

Here is how they stack up, most stable first: i, ii.